Record 1
C24H42O21PS2Tl as an isolated structure. Source: the OMol25 dataset; level of theory: ωB97M-V/def2-TZVPD.

- 2S+1: 2
- Electronic energy: -104219.972 eV
- Charge: -1

XYZ file:
```
91
Properties=species:S:1:pos:R:3:lowdin_spin:R:1
Tl 14.352 14.655 5.740 -0.015
S 12.042 13.251 8.977 0.000
S 14.115 17.186 8.796 0.000
P 16.109 12.411 7.125 -0.028
O 19.135 13.325 11.933 0.000
O 17.255 7.785 11.768 0.000
O 14.028 17.230 7.287 -0.001
O 19.995 10.983 3.745 0.000
O 16.065 13.798 7.865 0.390
O 14.624 12.028 6.686 0.123
O 12.509 10.109 9.559 0.000
O 11.507 9.016 11.225 0.000
O 16.906 12.952 12.191 0.000
O 18.337 12.572 13.923 0.000
O 16.252 7.809 4.006 0.000
O 12.380 14.264 7.926 -0.001
O 19.203 6.517 11.142 0.000
O 15.537 7.633 1.850 0.000
O 20.310 11.456 1.502 0.000
O 18.004 7.794 9.698 0.000
O 16.703 12.968 5.779 0.535
O 16.892 11.356 7.834 -0.003
O 15.494 9.643 3.002 0.000
O 12.894 8.060 9.827 0.000
O 19.808 13.087 3.112 0.000
C 15.834 8.381 2.843 0.000
C 18.261 7.332 10.904 0.000
C 10.727 13.920 10.006 0.000
C 17.568 8.640 5.707 0.000
C 19.735 13.074 4.534 -0.001
C 16.972 8.803 9.552 0.000
C 16.263 10.048 4.085 0.001
C 16.278 8.595 10.947 0.000
C 12.263 9.049 10.246 0.000
C 13.519 8.297 8.626 0.000
C 18.582 13.696 10.740 0.000
C 20.087 11.831 2.719 0.000
C 19.729 11.581 4.972 0.000
C 12.995 7.364 7.484 0.000
C 17.168 13.102 10.802 0.001
C 13.516 9.782 8.595 0.000
C 15.919 17.286 9.136 0.000
C 16.287 8.853 4.935 0.000
C 13.920 18.944 9.351 0.000
C 18.140 12.864 12.768 0.000
C 19.491 13.293 9.634 0.000
C 13.505 13.367 10.094 0.001
C 21.064 11.548 5.834 0.000
C 15.960 9.877 11.763 0.000
H 13.072 10.158 7.674 0.000
H 16.919 10.336 12.003 0.000
H 17.721 9.366 6.505 0.000
H 14.506 10.180 8.817 0.000
H 10.510 13.030 10.597 0.000
H 18.464 8.552 5.094 0.000
H 16.029 17.456 10.207 0.000
H 20.493 13.723 9.649 0.000
H 20.577 13.587 4.998 0.000
H 15.501 10.690 11.201 0.000
H 16.360 8.686 8.658 0.000
H 17.192 12.271 10.097 0.000
H 20.937 11.884 6.863 0.000
H 13.480 12.756 10.996 0.000
H 15.402 7.947 10.912 0.000
H 18.804 11.123 5.320 0.000
H 15.869 10.755 4.815 0.001
H 13.486 14.435 10.310 0.000
H 17.682 9.625 9.454 0.000
H 11.953 7.130 7.265 0.000
H 16.386 16.356 8.810 -0.001
H 14.493 7.843 8.804 0.000
H 9.857 14.076 9.370 0.000
H 19.079 13.553 8.659 -0.001
H 12.837 19.062 9.389 0.000
H 21.315 10.502 6.008 0.000
H 21.977 11.964 5.410 0.000
H 14.368 19.143 10.324 0.000
H 16.640 13.961 10.386 0.000
H 14.292 19.508 8.495 0.000
H 13.416 7.700 6.537 0.000
H 17.311 7.643 6.065 0.000
H 15.421 8.741 5.587 0.000
H 10.987 14.861 10.492 0.000
H 14.446 13.024 9.664 0.001
H 13.392 6.369 7.687 0.000
H 16.376 18.108 8.586 0.000
H 17.269 10.415 3.882 0.000
H 19.538 12.204 9.657 0.000
H 18.787 13.429 4.939 -0.001
H 18.417 14.769 10.843 0.000
H 15.318 9.684 12.623 0.000
```



Record 2
C24H42O25PdS4 as an isolated structure. Source: the OMol25 dataset; level of theory: ωB97M-V/def2-TZVPD.

- 2S+1: 3
- Energy relative to the best compared isomer or geometry (same formula, charge and spin): 3.543 eV

XYZ file:
```
96
Properties=species:S:1:pos:R:3:lowdin_spin:R:1
Pd -2.480 -1.672 -0.265 1.481
S -2.862 -4.507 2.019 0.010
S -0.161 -0.211 0.383 0.013
S -1.076 -1.061 -2.852 0.005
S -4.772 0.205 -2.277 0.005
O -0.615 2.656 -3.786 0.000
O 2.043 6.456 2.223 0.000
O 0.114 0.614 1.582 0.026
O 2.102 4.698 0.766 0.000
O -3.544 5.762 2.558 0.000
O -1.035 4.568 -2.843 0.000
O 4.998 1.200 -1.447 0.000
O 1.418 -5.664 0.084 0.000
O -1.600 -2.301 -2.140 0.106
O 3.248 -1.952 3.524 0.000
O 3.473 -6.352 0.690 0.000
O 1.987 -0.884 4.906 0.000
O 3.605 -2.109 5.831 0.000
O -1.573 4.310 -5.014 0.000
O 2.345 4.337 2.921 0.000
O -3.148 3.569 2.010 0.000
O -2.827 -3.468 0.834 0.025
O 6.871 0.359 -2.539 0.000
O 3.213 -4.437 -0.297 0.000
O -3.648 -0.227 -1.277 0.037
O 5.000 -0.847 -2.193 0.000
O -1.419 4.966 2.378 0.000
O -1.448 0.116 -0.156 0.152
O -0.566 -1.571 0.612 0.108
O 0.813 -0.043 -0.703 0.016
C 3.841 0.595 -0.907 0.000
C 3.690 -0.564 -1.687 0.000
C -6.235 0.731 -1.277 -0.001
C 2.174 5.218 2.027 0.000
C -2.137 -3.697 3.539 0.001
C -0.253 2.430 -2.409 0.000
C 2.645 3.341 0.847 0.000
C -1.140 3.885 -3.970 0.000
C 2.105 -1.776 2.790 0.000
C -4.400 1.925 -2.586 0.004
C -0.872 3.657 2.258 0.000
C -2.043 2.775 1.729 0.000
C -1.637 -5.822 1.784 0.001
C 0.997 -4.485 -0.469 0.000
C 3.057 -1.620 4.832 0.000
C 0.527 -1.556 -3.708 0.005
C 1.477 -0.636 3.622 0.000
C -0.922 3.635 -1.758 0.000
C 5.666 0.311 -2.191 0.000
C 2.485 3.082 2.330 0.000
C 2.728 -5.500 0.327 0.000
C -1.951 -0.961 -4.481 0.002
C 2.161 -3.526 -0.621 0.000
C -2.732 4.808 2.378 0.000
H -1.811 2.226 0.816 0.000
H -2.789 -3.469 4.382 0.000
H 0.554 -4.742 -1.431 0.000
H 1.856 0.375 3.472 0.000
H -3.032 -0.906 -4.351 0.000
H 0.290 -3.911 0.129 0.000
H 2.290 -3.112 -1.621 0.000
H 0.767 2.343 -2.036 0.000
H -0.041 3.573 1.558 0.000
H -0.424 4.104 -0.910 0.000
H -0.582 3.289 3.242 0.000
H 2.084 -2.764 0.155 0.000
H 1.592 2.565 2.683 0.000
H -1.139 -6.232 2.662 0.000
H 2.013 2.525 0.496 0.000
H 0.782 -0.800 -4.451 0.001
H 2.353 -1.468 1.774 0.000
H -1.817 -1.884 -5.045 0.000
H 3.327 2.527 2.743 0.000
H 3.692 3.266 0.553 0.000
H 4.205 0.519 0.118 0.000
H -6.980 1.345 -1.784 0.000
H -6.825 -0.116 -0.927 0.000
H 3.430 -1.396 -1.032 0.000
H -2.199 -6.652 1.357 0.000
H -0.758 1.584 -1.943 0.000
H -5.802 1.199 -0.393 0.000
H -4.918 2.400 -3.419 0.001
H 2.953 -0.397 -2.473 0.000
H 0.388 -0.648 3.667 0.000
H -1.441 -4.494 3.798 0.000
H -0.934 -5.367 1.086 0.000
H 0.582 -2.512 -4.229 0.000
H -4.238 2.617 -1.760 0.000
H -1.963 3.485 -1.468 0.000
H 1.318 -1.284 -3.009 0.000
H 1.501 -2.683 2.791 0.000
H -3.480 1.703 -3.127 0.000
H 2.910 1.149 -1.028 0.000
H -2.059 1.995 2.490 0.000
H -1.573 -0.040 -4.925 0.000
H -1.772 -2.673 3.462 0.000
```



Record 3
C24H43AlClP2 as an isolated structure. Source: the OMol25 dataset; level of theory: ωB97M-V/def2-TZVPD.

- Energy relative to the best compared isomer or geometry (same formula, charge and spin): 6.912 eV
- Charge: +1

XYZ file:
```
71
Properties=species:S:1:pos:R:3:mulliken_charge:R:1
Cl 2.294 2.873 1.307 -0.152
P -0.174 1.893 -3.126 0.947
P 1.688 -0.287 -1.853 1.822
Al 2.803 1.148 0.096 0.414
C -1.620 -2.999 1.734 -1.617
C -3.411 1.166 0.526 -0.254
C -1.900 -0.617 -2.082 -1.206
C 1.181 -1.032 3.131 0.551
C -2.479 -0.437 3.413 -1.245
C -1.096 -0.853 3.110 0.952
C 0.049 3.560 -3.840 -1.192
C 3.503 -0.554 -1.692 -1.182
C -0.812 -0.785 -1.280 -0.314
C -0.604 0.159 -0.073 2.207
C -1.043 1.625 -0.294 0.597
C -3.494 -0.180 -0.134 -0.180
C 1.457 -1.565 -3.181 -1.503
C 0.227 1.016 4.371 -1.907
C 0.099 -0.250 3.576 0.285
C 0.683 -2.075 2.320 0.806
C 2.619 -0.912 3.472 -1.410
C -1.157 1.106 -4.495 -1.369
C 1.496 1.211 -2.954 -1.604
C 3.968 1.567 1.679 -0.465
C -0.725 -2.005 2.349 0.850
C -2.412 2.044 0.307 -1.026
C -3.163 -0.006 -1.651 -1.348
C 1.461 -3.119 1.595 -1.625
H -0.786 4.191 -3.494 0.356
H -2.670 -2.774 1.962 0.377
H -2.820 -0.968 0.316 -0.200
H 1.901 0.958 -3.944 0.624
H -2.942 -1.097 4.168 0.313
H 2.535 -2.887 1.591 0.365
H 3.910 1.295 2.780 0.272
H 3.575 -1.639 -1.439 0.393
H 1.683 -1.100 -4.142 0.443
H -4.508 -0.587 -0.084 0.491
H -1.088 -0.297 0.781 -1.308
H 2.975 -1.651 4.260 0.274
H 1.012 3.967 -3.481 0.392
H -0.412 -1.843 -1.270 0.939
H 3.249 -1.011 2.550 0.361
H 1.137 -3.253 0.548 0.233
H -0.404 1.827 3.982 0.365
H 0.042 3.497 -4.945 0.407
H 0.491 -2.049 -3.222 0.262
H -0.253 2.253 0.152 0.231
H 0.457 0.140 0.234 -1.011
H -0.068 0.837 5.412 0.332
H 1.255 1.399 4.383 0.369
H 2.840 0.085 3.874 0.275
H 4.153 0.034 -0.959 0.105
H -0.994 1.898 -1.417 -1.255
H -2.219 1.300 -4.279 0.363
H 3.846 -0.324 -2.703 0.460
H 2.105 1.979 -2.441 0.329
H -1.482 -3.053 0.642 0.128
H -3.941 -0.510 -2.218 0.460
H -3.085 -0.482 2.496 0.125
H -1.868 -1.137 -3.048 0.780
H -1.383 -3.998 2.135 0.450
H -2.341 3.041 0.804 0.392
H -3.226 1.026 -2.007 0.339
H -4.131 1.337 1.338 0.458
H -2.490 0.595 3.794 0.314
H -1.019 0.014 -4.539 0.282
H 1.334 -4.081 2.113 0.363
H -0.924 1.565 -5.475 0.468
H 2.224 -2.306 -2.975 0.619
H 4.891 2.113 1.435 0.434
```



Record 4
A 3-piece molecular cluster, C24H43BF7N2O9 overall. Source: the OMol25 dataset; level of theory: ωB97M-V/def2-TZVPD.

- Energy relative to the best compared isomer or geometry (same formula, charge and spin): 0.000 eV
- Charge: +1

XYZ file:
```
86
Properties=species:S:1:pos:R:3:mulliken_charge:R:1
F 0.118 3.264 -3.939 -0.239
F 0.919 1.727 -2.637 -0.262
F -1.468 -2.718 -2.072 -0.433
F 0.672 7.030 5.124 -0.267
F 1.306 7.761 3.184 -0.220
F -0.851 2.833 -2.052 -0.264
F 2.294 8.467 4.977 -0.251
O 1.212 3.792 -0.673 -0.244
O 1.429 -4.661 -3.780 -0.357
O 1.883 4.784 -2.595 -0.519
O 3.354 6.074 5.439 -0.341
O -1.227 -5.551 -6.094 -0.539
O -3.017 -3.386 0.340 -0.729
O 2.132 -3.937 -1.754 -0.449
O 2.845 5.559 3.301 -0.493
O -2.897 -0.462 0.895 -0.281
N 2.509 -1.988 0.423 -0.737
N -0.814 -2.397 0.361 0.792
C 5.639 5.396 4.907 -1.077
C 1.248 3.985 -1.979 0.089
C -0.430 -4.698 -5.292 0.092
C -1.426 -5.045 2.716 -1.238
C -4.034 0.252 0.389 -0.326
C 1.315 6.015 0.331 -0.976
C -1.212 -0.533 -2.909 -1.534
C -1.632 -1.372 -1.728 0.340
C 0.607 -5.533 -4.559 -0.567
C -5.294 -0.569 0.591 -0.621
C -0.905 -1.105 -0.381 1.601
C 0.336 2.950 -2.675 1.091
C 1.716 -2.591 -1.861 -1.233
C -1.728 -3.525 2.591 -0.288
C 2.026 4.701 0.124 -0.206
C 0.584 -0.723 -0.454 -2.374
C 1.733 7.407 4.396 0.905
C 1.347 -2.061 -0.474 2.931
C -5.584 -1.587 -0.519 -0.942
C -1.650 -0.031 0.417 -1.035
C 4.316 4.994 5.518 -0.226
C 1.284 -4.839 -2.405 -0.392
C 0.352 -2.909 0.264 -2.262
C 2.728 6.225 4.291 0.365
B -1.951 -3.110 1.105 0.418
H -2.698 -1.219 -1.551 -0.199
H 2.992 4.832 -0.361 0.311
H 1.903 6.648 0.991 0.256
H 0.850 0.022 -1.200 0.227
H 0.856 -0.305 0.519 0.592
H -6.062 -2.481 -0.113 0.323
H 2.875 -2.924 0.573 0.362
H -5.163 -1.091 1.544 0.196
H 3.897 4.111 5.038 0.308
H -4.117 1.190 0.949 0.355
H -1.790 -0.869 -3.770 0.485
H 1.165 6.539 -0.613 0.406
H 2.556 -1.989 -2.219 0.538
H -6.269 -1.184 -1.264 0.340
H -4.674 -1.917 -1.021 0.099
H -0.618 -5.208 3.428 0.325
H 6.019 6.300 5.383 0.314
H -6.140 0.105 0.723 0.495
H 4.414 4.797 6.582 0.315
H 0.910 -2.478 -2.587 0.439
H 1.586 -5.841 -2.084 0.491
H -1.745 0.856 -0.221 0.274
H -1.028 -4.156 -4.551 -0.098
H 3.257 -1.479 -0.038 0.349
H -1.431 0.520 -2.735 0.200
H -1.031 0.256 1.273 0.589
H -0.155 -0.634 -3.149 0.395
H -2.293 -5.589 3.085 0.337
H -1.117 -5.498 1.772 0.321
H 0.083 -3.962 -5.918 0.256
H -2.609 -3.253 3.179 0.565
H 5.539 5.585 3.839 0.293
H -2.157 -5.442 -5.870 0.338
H -0.900 -2.950 3.013 0.296
H -3.831 -3.518 0.845 0.295
H 6.366 4.597 5.050 0.374
H 0.105 -6.270 -3.926 0.343
H 1.252 -6.056 -5.265 0.340
H 0.235 -4.660 -2.106 0.317
H 2.182 4.187 1.069 0.238
H -3.882 0.513 -0.665 0.365
H 0.584 -3.875 0.700 0.642
H 0.339 5.852 0.788 0.291
```



Record 5
C24H43Br3O11 as an isolated structure. Source: the OMol25 dataset; level of theory: ωB97M-V/def2-TZVPD.

- Energy relative to the best compared isomer or geometry (same formula, charge and spin): 0.000 eV

XYZ file:
```
81
Properties=species:S:1:pos:R:3:mulliken_charge:R:1
Br -1.080 1.998 1.110 -0.028
Br -1.590 -0.750 -0.297 -0.005
Br 1.303 0.509 -0.373 0.030
O -4.809 4.973 3.757 -0.581
O -4.782 2.676 -1.147 -0.266
O 0.285 2.774 -2.786 -0.487
O -4.218 0.735 -2.073 -0.334
O -1.096 -1.859 5.480 -0.532
O 0.975 -2.227 4.688 -0.394
O 6.411 1.675 0.152 -0.568
O -0.402 -0.883 3.579 -0.235
O -3.443 -5.034 1.384 -0.570
O 3.136 -1.797 -1.973 -0.518
O -5.300 0.752 -0.101 -0.499
C -4.001 3.056 -2.280 0.394
C -1.742 -3.555 2.122 -0.517
C -0.254 -1.667 4.676 0.542
C 1.269 1.206 -4.298 -0.715
C -0.558 0.909 -0.389 0.727
C 0.835 -0.784 2.878 0.040
C -4.129 3.600 1.939 -0.402
C 0.855 3.660 -4.906 -1.296
C 2.650 -2.598 3.036 -0.937
C -2.444 -4.414 1.118 0.401
C -1.822 -4.525 -0.259 -0.457
C -4.215 3.987 3.393 0.389
C 6.317 0.487 0.325 0.550
C -3.593 3.024 4.386 -0.900
C 7.526 -0.416 0.494 -1.141
C -3.495 1.696 -2.818 0.025
C -4.813 1.333 -1.009 0.584
C 4.975 -0.189 0.400 -0.244
C 0.973 -2.571 -2.578 -0.268
C 2.692 -4.051 -1.385 -1.283
C 1.843 -1.555 3.759 0.629
C 2.348 -2.711 -1.991 0.927
C 0.747 2.560 -3.882 0.738
C -2.881 3.942 -1.816 -0.975
H 0.497 0.778 -4.946 0.350
H 2.224 1.310 -4.806 0.455
H -1.133 -3.711 -0.489 -0.285
H 0.038 4.375 -4.851 0.347
H 2.024 -4.283 -0.551 0.246
H 7.557 -1.040 -0.403 0.288
H 1.778 4.205 -4.692 0.331
H -2.321 3.471 -1.008 0.082
H 3.720 -4.027 -1.036 0.320
H 0.310 -2.283 -1.751 -0.325
H -3.243 3.541 5.272 0.349
H -2.408 1.599 -2.763 -0.296
H 0.920 -1.828 -3.365 0.100
H -4.400 2.316 4.588 0.275
H 0.905 3.254 -5.916 0.366
H 0.582 -3.541 -2.891 0.431
H -3.286 4.885 -1.447 0.389
H -3.793 2.564 1.862 0.084
H -3.370 4.217 1.451 0.221
H 2.492 -0.855 4.286 0.300
H -5.050 3.651 1.364 0.393
H 8.428 0.179 0.579 0.331
H -2.177 4.147 -2.625 0.217
H -1.293 -5.470 -0.377 0.354
H -1.774 -2.472 1.973 0.132
H 1.117 0.262 2.780 0.260
H 3.352 -2.146 2.327 -0.061
H -2.212 -3.666 3.102 0.415
H 2.525 -4.834 -2.127 0.401
H 4.925 -0.824 1.283 -0.004
H 1.354 0.564 -3.423 -0.128
H 0.734 -1.222 1.886 -0.193
H -4.604 3.563 -3.030 0.261
H 2.036 -3.287 2.458 0.257
H -3.762 1.582 -3.872 0.340
H 4.868 -0.875 -0.449 0.221
H -2.634 -4.493 -0.988 0.318
H 4.203 0.570 0.325 0.149
H 3.293 -3.125 3.743 0.413
H -0.839 1.374 -1.320 -0.613
H -2.748 2.495 3.944 0.177
H -0.688 -3.836 2.215 0.173
H 7.379 -1.046 1.371 0.335
```